Entry 1:
Entry from OMol25: a molecular structure, C34H30I2N5O6S3V (ωB97M-V/def2-TZVPD).

Geometry as XYZ:
```
81
Properties=species:S:1:pos:R:3:forces:R:3:lowdin_spin:R:1
V -0.314 0.635 1.139 -0.19 -0.13 0.09 1.110
I -1.774 -6.450 -1.873 0.00 0.00 -0.01 0.000
C -1.574 -4.554 -1.022 0.01 0.02 0.00 -0.002
C -2.624 -4.016 -0.299 0.01 0.01 0.00 0.000
C -2.485 -2.750 0.251 -0.04 -0.05 0.01 -0.002
I -4.064 -1.899 1.303 0.03 0.03 -0.01 -0.001
C -1.306 -2.026 0.089 0.22 0.13 -0.31 -0.001
O -1.184 -0.802 0.565 -0.32 -0.12 0.57 -0.016
C -0.249 -2.582 -0.647 -0.02 -0.07 0.00 -0.002
C 1.025 -1.794 -0.840 -0.02 -0.04 0.03 0.002
N 0.777 -0.449 -1.330 0.03 0.11 0.14 0.001
C 0.454 -0.401 -2.745 -0.01 -0.04 -0.02 0.000
C -0.996 -0.685 -3.082 -0.05 -0.04 -0.04 0.000
C -1.318 -1.384 -4.241 0.02 -0.03 0.06 0.000
C -2.652 -1.595 -4.548 -0.02 -0.02 -0.03 0.000
C -3.623 -1.105 -3.692 0.00 0.00 0.00 0.000
C -3.206 -0.418 -2.562 0.03 -0.02 -0.03 0.000
N -1.927 -0.207 -2.262 -0.05 0.09 -0.04 0.000
C -0.396 -3.841 -1.200 -0.02 -0.03 0.04 0.000
H -3.546 -4.563 -0.168 0.00 0.00 0.00 0.000
H 1.672 -2.365 -1.523 0.04 0.00 -0.01 0.000
H 1.552 -1.721 0.113 0.01 0.01 0.06 0.001
H 1.541 0.181 -1.125 0.05 -0.07 -0.13 0.000
H 1.071 -1.121 -3.308 0.02 0.09 -0.01 0.000
H 0.707 0.593 -3.115 0.01 0.10 0.02 0.000
H -0.533 -1.767 -4.880 0.01 0.00 0.00 0.000
H -2.929 -2.141 -5.442 0.00 0.00 0.00 0.000
H -4.677 -1.246 -3.886 -0.01 0.01 0.00 0.000
H -3.933 -0.014 -1.866 -0.03 0.00 0.02 0.000
H 0.414 -4.262 -1.783 0.00 -0.01 -0.01 0.000
C 4.625 2.334 -1.650 0.02 0.01 -0.01 0.000
C 3.292 2.279 -0.932 0.20 -0.01 0.12 0.000
O 2.288 2.078 -1.586 -0.25 -0.05 -0.19 0.000
C 3.270 2.477 0.536 0.01 0.06 0.02 -0.001
C 4.447 2.880 1.186 -0.01 0.00 0.00 0.000
C 4.485 3.159 2.534 0.00 0.00 0.01 -0.001
C 3.313 3.046 3.278 0.00 0.00 -0.01 0.000
C 2.144 2.637 2.677 0.01 -0.05 -0.01 -0.001
C 2.102 2.324 1.312 -0.20 0.16 0.15 0.001
O 0.937 1.923 0.804 0.50 -0.14 -0.39 -0.009
H 4.448 2.126 -2.702 0.00 0.00 0.00 0.000
H 5.322 1.601 -1.241 0.00 0.01 0.00 0.000
H 5.083 3.319 -1.552 0.00 0.01 -0.01 0.000
H 5.355 2.987 0.610 0.01 0.00 -0.01 0.000
H 5.409 3.471 3.001 0.01 0.00 0.00 0.000
H 3.316 3.274 4.337 0.00 0.00 0.01 0.000
H 1.227 2.526 3.240 0.02 0.02 0.00 0.000
C 1.616 -0.590 5.238 -0.01 0.00 -0.01 -0.001
C 0.729 -0.049 4.144 0.00 -0.06 -0.01 -0.003
S 1.149 -0.535 2.516 -0.01 -0.02 -0.03 -0.034
C -0.336 0.733 4.369 -0.06 0.00 0.03 -0.002
C -0.805 1.171 5.727 0.00 0.00 -0.01 -0.001
S -1.312 1.325 3.034 0.05 -0.01 -0.02 -0.048
H 2.503 -1.054 4.810 0.01 0.00 0.00 0.000
H 1.097 -1.345 5.833 0.00 0.00 0.00 0.000
H 1.946 0.201 5.913 0.00 0.01 0.01 0.000
H -0.119 0.852 6.510 0.00 -0.01 0.00 0.000
H -1.789 0.752 5.948 0.00 0.00 0.00 0.000
H -0.901 2.258 5.774 0.00 0.00 0.00 0.000
O -8.186 2.985 -2.032 0.00 -0.01 0.00 0.000
S -8.161 4.069 -2.992 0.01 0.00 -0.01 0.000
O -8.516 3.696 -4.349 0.00 0.00 0.01 0.000
O -8.735 5.317 -2.522 -0.01 0.00 -0.01 0.000
C -6.393 4.495 -3.145 -0.01 0.00 -0.01 0.000
N -6.082 5.480 -3.995 0.00 0.00 0.00 0.000
C -4.804 5.802 -4.083 0.01 0.00 0.00 0.000
C -3.811 5.169 -3.348 -0.01 -0.01 0.00 0.000
C -4.236 4.155 -2.506 0.01 -0.01 0.00 0.000
N -5.521 3.823 -2.406 0.01 0.00 0.02 0.000
C -3.308 3.377 -1.642 -0.02 0.00 -0.01 0.002
C -1.944 3.286 -1.894 0.01 -0.02 0.00 0.000
C -1.146 2.531 -1.058 -0.11 0.02 0.02 0.004
N -1.639 1.885 0.002 0.06 0.28 0.00 0.003
C -2.952 1.967 0.250 0.02 -0.12 -0.04 0.002
C -3.816 2.691 -0.543 0.02 -0.02 -0.03 -0.001
H -4.553 6.607 -4.768 0.00 0.00 0.00 0.000
H -2.776 5.470 -3.423 0.01 0.01 0.00 0.000
H -1.496 3.769 -2.751 0.00 0.01 -0.01 0.000
H -0.083 2.429 -1.232 0.02 0.02 0.02 0.000
H -3.313 1.412 1.106 -0.01 0.00 0.01 0.000
H -4.877 2.721 -0.337 -0.01 0.01 0.00 0.000
```
Positions in Å, forces in eV/Å.

Net charge ... -1
E_HOMO (spin up / spin down) ... -0.200 / -0.200 Ha
2S+1 ... 2
LUMO energy (spin up / spin down) ... 0.72 / 1.30 eV
Calculated total energy ... -4773.01164 a.u.

---

Entry 2:
Entry from OMol25: a molecular structure, C11H21AlIN3O2P2 (ωB97M-V/def2-TZVPD).

Geometry as XYZ:
```
41
Properties=species:S:1:pos:R:3:forces:R:3:nbo_charge:R:1
C 0.018 1.080 -2.542 0.02 -0.31 -0.30 -0.723
C 0.244 1.651 -1.178 3.40 3.22 -0.83 0.395
H 0.818 1.448 -3.198 -0.24 -0.11 0.21 0.309
H -0.953 1.408 -2.943 0.21 -0.04 0.16 0.285
H 0.037 -0.025 -2.558 -0.06 0.29 -0.02 0.257
O 1.156 2.425 -0.860 -3.01 -2.57 -0.57 -0.346
I -0.265 -2.747 1.148 -0.24 -0.28 -0.32 -0.141
Al 0.076 -0.494 0.203 1.62 -1.32 2.86 1.048
P 2.491 -0.520 -0.255 1.71 0.46 -0.15 0.962
C 3.359 0.790 0.686 -0.69 0.20 0.06 -0.930
C 3.310 -2.013 0.408 -0.68 -0.38 0.02 -0.929
H 4.291 -2.137 -0.071 -0.30 0.14 0.07 0.280
H 4.273 -0.414 -1.892 -0.37 0.05 0.04 0.284
H 2.679 -2.888 0.218 0.36 0.02 0.02 0.267
H 2.774 -1.132 -2.571 0.22 0.19 -0.01 0.259
H 3.362 0.517 1.748 0.01 0.15 -0.27 0.266
H 3.438 -1.901 1.491 -0.08 -0.04 -0.25 0.273
C 3.177 -0.333 -1.935 -0.61 -0.14 -0.20 -0.944
H 4.390 0.884 0.318 -0.31 -0.11 0.03 0.278
H 2.894 0.643 -2.352 0.20 -0.24 0.09 0.251
H 2.826 1.739 0.551 0.36 -0.11 0.16 0.267
P -2.491 -0.356 -0.386 -2.50 0.06 0.73 1.109
C -3.262 -0.122 1.252 0.76 0.12 0.12 -0.956
C -3.490 0.728 -1.454 0.62 0.49 -0.36 -0.954
H -2.816 -2.162 -1.963 -0.17 -0.07 0.22 0.270
H -4.203 -1.988 -0.834 0.28 0.31 0.02 0.291
H -2.681 -2.793 -0.296 -0.23 0.33 -0.24 0.288
C -3.107 -1.993 -0.917 0.93 -0.65 -0.40 -0.922
H -3.190 0.592 -2.501 -0.20 0.05 0.15 0.263
H -4.545 0.446 -1.342 0.29 -0.01 0.05 0.295
H -4.350 -0.187 1.117 0.27 0.04 -0.03 0.290
H -2.987 0.864 1.646 -0.24 -0.21 0.03 0.274
H -3.357 1.778 -1.170 -0.21 -0.19 -0.12 0.268
H -2.917 -0.900 1.943 -0.12 0.14 -0.12 0.285
C -0.898 1.470 -0.163 -2.05 4.71 3.21 0.398
O -1.440 2.367 0.437 1.56 -4.16 -2.53 -0.308
N 0.439 0.379 1.843 -0.30 -0.63 -2.59 -0.894
C 0.472 0.846 2.925 -0.08 1.81 3.22 0.730
N 0.580 1.440 4.038 0.21 -0.98 -3.16 -0.502
C 0.113 0.972 5.175 -1.16 -0.87 3.40 0.369
N -0.265 0.639 6.236 0.78 0.65 -2.40 -0.258
```
Positions in Å, forces in eV/Å.

Net charge ... +2
E_HOMO (spin up / spin down) ... -0.553 / -0.554 Ha
LUMO energy (spin up / spin down) ... -10.55 / -10.53 eV
Calculated total energy ... -1968.68361 a.u.

---

Entry 3:
Entry from OMol25: a single C7H11Cl molecule (ωB97M-V/def2-TZVPD).

Geometry as XYZ:
```
19
Properties=species:S:1:pos:R:3:forces:R:3:nbo_charge:R:1
C 0.191 0.257 -1.930 2.19 -1.34 -1.72 -0.652
C -0.390 1.016 -0.824 1.26 -2.12 2.40 -0.038
C -0.686 2.259 -1.009 -2.16 4.03 1.05 -0.388
C -0.377 0.253 0.534 0.28 -0.14 -0.04 -0.017
C -1.486 0.216 1.293 -1.65 1.04 -0.44 -0.402
C 0.949 -0.527 0.925 -0.16 1.80 -0.64 -0.458
C 0.753 -1.975 1.369 4.26 0.78 -1.46 -0.359
H -0.081 -0.818 -2.019 -0.40 0.85 -0.09 0.234
H 1.308 0.169 -1.847 -0.67 0.12 0.52 0.215
H 0.195 0.810 -2.887 -0.86 -0.40 0.26 0.226
H -1.063 3.019 -0.238 0.72 -1.59 -0.69 0.199
H -0.767 2.708 -1.989 0.38 -0.27 -0.28 0.195
H -1.719 -0.534 2.135 0.70 1.60 -1.20 0.210
H -2.327 1.023 0.993 1.71 -2.38 0.77 0.216
H 1.648 -0.490 0.006 -1.00 -0.28 1.71 0.233
H 1.497 0.067 1.769 -1.10 -0.99 -1.41 0.232
H 1.789 -2.219 1.773 -1.65 -0.22 0.02 0.218
H -0.026 -2.203 2.004 -1.53 -0.19 1.51 0.213
Cl 0.592 -3.031 -0.056 -0.30 -0.29 -0.27 -0.080
```
Positions in Å, forces in eV/Å.

E_HOMO ... -0.336 Ha
LUMO energy ... 0.88 eV
Calculated total energy ... -733.42535 a.u.

---

Which value of calculated total energy does entry 1 give? -4773.01164 a.u.